No. 1
Formula: C3H4F3IO
Source: the OMol25 dataset
Level of theory: wB97M-V/def2-TZVPD

energy relative to the best compared isomer or geometry (same formula, charge and spin)	71.5	kcal/mol
maximum force	3.37	eV/A
E	-21472.4130	eV
frontier orbital gap (alpha / beta)	8.843 / 7.746	eV
E_HOMO (alpha / beta)	-9.17 / -8.37	eV

CARTESIAN COORDINATES (ANGSTROEM)
1 H -0.4487 -1.6895 -0.9809
2 H -0.3322 1.2053 -0.9088
3 O -0.0800 -0.7676 -1.1543
4 F -2.1409 -0.7333 0.9403
5 I 4.5023 -0.5522 0.8537
6 H 2.1623 1.1790 0.8694
7 C -2.0051 0.2556 0.0142
8 C -0.6388 0.3235 -0.4920
9 F -2.8707 -0.1473 -1.0311
10 H 1.7357 -0.5361 0.6631
11 F -2.4313 1.3380 0.5700
12 C 2.5476 0.1246 0.6563

Atomic forces in eV per Å
H 0.19 2.07 0.16
H 0.94 2.14 -0.81
O -0.90 -0.23 0.83
F 0.06 -0.11 -0.16
I -1.01 0.47 -0.05
H 1.47 -1.35 -0.30
C -0.65 -2.89 -0.78
C 0.26 -3.32 -0.46
F 0.56 0.80 1.11
H -0.50 -1.43 -0.12
F -0.54 1.53 0.07
C 0.13 2.33 0.51

These are the Löwdin partial charges, in e, on atoms 1 to 5: atom 1 (H): 0.156, atom 2 (H): 0.100, atom 3 (O): 0.007, atom 4 (F): 0.112, atom 5 (I): 0.713

=====

No. 2
Formula: C3H4FN
Source: the OMol25 dataset
Level of theory: wB97M-V/def2-TZVPD

energy relative to the best compared isomer or geometry (same formula, charge and spin)	127.4	kcal/mol
maximum force	4.41	eV/A
E	-7377.0104	eV
frontier orbital gap (alpha / beta)	10.913 / 5.708	eV
E_HOMO (alpha / beta)	-12.39 / -9.69	eV

CARTESIAN COORDINATES (ANGSTROEM)
1 F 0.9091 1.4309 0.0139
2 H 1.2319 0.6728 1.9125
3 N -2.0200 -0.0813 -2.9171
4 H -0.3631 0.9286 1.3626
5 C 0.6132 -0.8068 0.3957
6 H 0.7793 -0.8597 -0.7317
7 C 0.5136 0.4986 1.0090
8 C -1.5371 -0.2425 -1.8957
9 H -0.1269 -1.5406 0.8509

Atomic forces in eV per Å
F 0.18 -0.03 0.48
H -0.75 -0.67 -1.38
N -0.94 0.30 -1.86
H -2.32 -0.22 0.61
C -3.34 -1.15 -1.11
H 0.27 -0.04 1.72
C 3.99 1.87 -0.21
C 1.41 -0.44 2.37
H 1.49 0.38 -0.62

These are the Löwdin partial charges, in e, on atoms 1 to 5: atom 1 (F): -0.102, atom 2 (H): 0.156, atom 3 (N): -0.027, atom 4 (H): 0.095, atom 5 (C): 0.107

=====

No. 3
Formula: C3H4FN2O4
Source: the OMol25 dataset
Level of theory: wB97M-V/def2-TZVPD

total charge	-1
SMILES string	O=C(F)N/C([O-])=N/COO
maximum force	5.18	eV/A
E	-17059.9117	eV
frontier orbital gap	7.014	eV
E_HOMO	-3.22	eV

CARTESIAN COORDINATES (ANGSTROEM)
1 F -0.1073 0.0865 -2.6210
2 C -0.8603 1.1438 -2.0449
3 H 1.5442 0.3895 2.2741
4 O -1.1879 -1.2691 -0.2146
5 C 1.1393 0.2546 1.1948
6 N -1.6359 0.9755 -0.8127
7 H -2.5209 0.5155 -1.1257
8 O 1.1270 -1.9314 1.7423
9 H 1.4854 -2.8056 1.4819
10 O -0.9112 2.2631 -2.6093
11 N -0.3243 0.4307 1.2850
12 C -1.0075 -0.0554 0.1096
13 H 1.6749 1.0698 0.5745
14 O 1.5846 -1.0676 0.7661

Atomic forces in eV per Å
F -1.46 2.04 1.49
C -1.03 4.00 -1.04
H -0.59 -0.15 -1.53
O 0.05 3.35 0.58
C -1.23 0.58 2.05
N 0.84 -1.69 -1.36
H 0.75 0.49 0.13
O -0.44 -1.84 1.71
H -0.18 0.93 -0.21
O 0.86 -4.92 1.38
N 0.03 -0.53 -4.01
C 1.91 -2.42 2.25
H -0.53 -1.73 0.22
O 1.01 1.90 -1.67

These are the Löwdin partial charges, in e, on atoms 1 to 5: atom 1 (F): 0.034, atom 2 (C): -0.381, atom 3 (H): 0.101, atom 4 (O): -0.047, atom 5 (C): -0.327

=====

No. 4
Formula: C3H4FNO
Source: the OMol25 dataset
Level of theory: wB97M-V/def2-TZVPD

energy relative to the best compared isomer or geometry (same formula, charge and spin)	61.8	kcal/mol
maximum force	6.74	eV/A
E	-9427.9362	eV
frontier orbital gap	10.604	eV
E_HOMO	-10.33	eV

CARTESIAN COORDINATES (ANGSTROEM)
1 C -0.6574 -0.1125 0.5239
2 H -0.5593 1.8655 0.9733
3 O 1.3732 -1.2567 0.0444
4 F -1.5078 -0.8369 -0.4292
5 H 1.5806 1.4735 -1.2268
6 C -0.4995 1.2709 0.0541
7 N 0.9128 1.1090 -0.1404
8 C 0.7395 -0.2838 0.0836
9 H -1.2358 -0.2902 1.5439
10 H -1.0854 1.5264 -0.7686

Atomic forces in eV per Å
C -5.06 -1.60 0.27
H -0.89 0.93 -0.68
O 2.30 -2.04 -0.79
F 1.05 0.52 1.01
H -2.93 -1.49 4.53
C -0.42 2.41 2.65
N 4.25 -0.59 -5.19
C 0.71 0.96 1.24
H 2.07 0.20 -1.92
H -1.08 0.70 -1.11

These are the Löwdin partial charges, in e, on atoms 1 to 5: atom 1 (C): -0.179, atom 2 (H): 0.123, atom 3 (O): 0.166, atom 4 (F): -0.060, atom 5 (H): 0.288

=====

No. 5
Formula: C3H4FNO2
Source: the OMol25 dataset
Level of theory: wB97M-V/def2-TZVPD

SMILES string	C/C=C(\F)[N+](=O)[O-]
energy relative to the best compared isomer or geometry (same formula, charge and spin)	102.7	kcal/mol
maximum force	5.33	eV/A
E	-11473.9400	eV
frontier orbital gap	9.735	eV
E_HOMO	-10.38	eV

CARTESIAN COORDINATES (ANGSTROEM)
1 O 3.0004 -0.3140 -0.1297
2 C -0.4188 0.4085 -0.0561
3 C -1.7669 -0.3081 -0.0806
4 H -0.5035 1.4671 -0.2379
5 C 0.7872 -0.2892 0.1369
6 O 2.0886 1.5860 0.0945
7 H -1.9258 -0.5836 -1.0426
8 H -1.8198 -1.1974 0.5634
9 F 0.8540 -1.5782 0.4555
10 N 2.0349 0.3752 0.0282
11 H -2.3303 0.4339 0.2683

Atomic forces in eV per Å
O 1.06 -1.28 -0.19
C 2.65 -3.44 0.57
C 4.19 -1.51 2.18
H 0.83 0.06 -0.08
C -4.84 2.22 -0.23
O -0.79 0.47 -0.02
H -1.04 -0.70 -2.98
H 0.15 0.36 -0.17
F 0.07 0.57 -0.40
N 1.09 0.81 0.24
H -3.38 2.45 1.10

These are the Löwdin partial charges, in e, on atoms 1 to 5: atom 1 (O): 0.117, atom 2 (C): 0.034, atom 3 (C): -0.042, atom 4 (H): 0.114, atom 5 (C): -0.222

=====

No. 6
Formula: C3H4FNO2
Source: the OMol25 dataset
Level of theory: wB97M-V/def2-TZVPD

SMILES string	C[C@H](F)C(=O)N=O
energy relative to the best compared isomer or geometry (same formula, charge and spin)	103.5	kcal/mol
maximum force	4.34	eV/A
E	-11473.9033	eV
frontier orbital gap	8.012	eV
E_HOMO	-9.48	eV

CARTESIAN COORDINATES (ANGSTROEM)
1 C -1.0661 -0.3114 0.9643
2 H -0.8600 -1.3414 1.2416
3 C -0.4266 0.0226 -0.3412
4 F -0.6029 -0.9145 -1.2882
5 H -0.7018 0.9976 -0.7563
6 O 1.7440 -0.3689 0.9627
7 N 1.6928 0.7864 -1.0445
8 C 1.3565 0.0237 -0.0958
9 H -2.1432 -0.1742 0.8591
10 H -0.6981 0.3516 1.7417
11 O 1.7055 0.9282 -2.2436

Atomic forces in eV per Å
C 0.03 -0.09 -0.10
H 0.08 -0.02 0.05
C 1.65 0.98 0.09
F -0.21 -0.59 -0.48
H 0.01 -0.15 0.12
O 0.99 -0.48 0.37
N 0.83 2.76 -2.89
C -3.52 -1.66 1.92
H -0.02 -0.02 0.01
H 0.03 0.03 0.05
O 0.13 -0.76 0.85

These are the Löwdin partial charges, in e, on atoms 1 to 5: atom 1 (C): -0.032, atom 2 (H): 0.095, atom 3 (C): -0.254, atom 4 (F): 0.041, atom 5 (H): 0.139

=====

No. 7
Formula: C3H4FNO3
Source: the OMol25 dataset
Level of theory: wB97M-V/def2-TZVPD

SMILES string	O=CNOC(=O)CF
energy relative to the best compared isomer or geometry (same formula, charge and spin)	61.4	kcal/mol
maximum force	3.10	eV/A
E	-13523.9767	eV
frontier orbital gap	11.384	eV
E_HOMO	-10.65	eV

CARTESIAN COORDINATES (ANGSTROEM)
1 H 0.6936 0.2728 -2.4273
2 O -1.2289 -0.5572 -0.6995
3 H -1.6007 1.2428 2.3308
4 C -0.7517 1.2557 1.6450
5 O 0.6446 -0.3489 0.6468
6 C -0.0439 -0.4660 -0.5577
7 F 2.1762 -0.7180 -1.3505
8 O -0.1704 2.1916 1.0888
9 H 0.5885 -1.4760 -2.2721
10 H -0.9545 -0.7536 1.6462
11 N -0.2382 -0.0588 1.6515
12 C 0.8854 -0.5845 -1.7021

Atomic forces in eV per Å
H 0.49 -0.70 1.09
O 0.23 0.38 0.68
H -0.37 0.69 -0.03
C 2.69 0.77 -0.97
O -0.40 0.16 -1.50
C 0.38 -0.37 0.31
F 0.90 0.29 0.17
O -1.97 -2.03 1.29
H -0.03 0.06 0.20
H -0.67 -0.51 0.31
N -0.52 1.05 0.53
C -0.74 0.22 -2.09

These are the Löwdin partial charges, in e, on atoms 1 to 5: atom 1 (H): 0.166, atom 2 (O): 0.142, atom 3 (H): 0.135, atom 4 (C): -0.258, atom 5 (O): 0.026

=====

No. 8
Formula: C3H4FNO3
Source: the OMol25 dataset
Level of theory: wB97M-V/def2-TZVPD

SMILES string	O=CC/C(F)=[N+](/[O-])O
energy relative to the best compared isomer or geometry (same formula, charge and spin)	123.9	kcal/mol
maximum force	3.22	eV/A
E	-13521.2687	eV
frontier orbital gap (alpha / beta)	9.662 / 9.661	eV
E_HOMO (alpha / beta)	-9.10 / -9.10	eV

CARTESIAN COORDINATES (ANGSTROEM)
1 N -0.0796 1.4438 -0.7398
2 O -0.7413 -0.5759 2.0834
3 H -1.6396 1.3732 -1.8228
4 C -0.2820 -1.3625 1.3375
5 O -0.8129 0.9633 -1.8645
6 H 0.0466 -1.4892 -0.7946
7 O -0.0119 2.6520 -0.5785
8 H 1.5689 -1.2813 0.0191
9 F 1.4194 1.1531 0.8385
10 H -0.5092 -2.4692 1.4860
11 C 0.5390 -0.9491 0.0400
12 C 0.5026 0.5417 -0.0043

Atomic forces in eV per Å
N -0.21 -0.98 0.07
O -0.47 1.13 0.86
H -2.20 1.46 0.36
C 0.82 -1.83 -1.46
O 2.66 -1.79 0.35
H 0.12 0.76 0.23
O -0.17 0.69 -0.26
H 0.26 -0.15 0.42
F -1.33 -1.21 -0.78
H 0.51 0.75 -0.33
C -1.67 -0.05 0.45
C 1.69 1.22 0.08

These are the Löwdin partial charges, in e, on atoms 1 to 5: atom 1 (N): -0.265, atom 2 (O): 0.092, atom 3 (H): 0.079, atom 4 (C): -0.240, atom 5 (O): 0.097

=====

No. 9
Formula: C3H4FNS
Source: the OMol25 dataset
Level of theory: wB97M-V/def2-TZVPD

SMILES string	F/C=C\NC=S
energy relative to the best compared isomer or geometry (same formula, charge and spin)	11.6	kcal/mol
maximum force	2.75	eV/A
E	-18217.4943	eV
frontier orbital gap	8.827	eV
E_HOMO	-8.49	eV

CARTESIAN COORDINATES (ANGSTROEM)
1 H -0.3552 -1.3000 -0.1670
2 N -0.5180 -0.2998 -0.0366
3 C -1.7324 0.2011 0.0130
4 C 1.8182 -0.1096 0.0487
5 F 1.8484 -1.4320 0.0034
6 H 2.8059 0.3860 0.1352
7 H -1.8279 1.2866 0.1907
8 S -3.0986 -0.7461 0.0044
9 H 0.4552 1.5447 -0.1140
10 C 0.6044 0.4690 -0.0780

Atomic forces in eV per Å
H -0.63 0.34 0.17
N 0.59 -0.83 -0.74
C -2.62 -0.56 0.61
C -0.53 2.19 -0.49
F 0.37 -1.26 0.26
H -0.95 -0.41 -0.21
H 0.38 -0.49 -0.33
S 0.64 0.67 -0.12
H 0.26 -0.24 0.10
C 2.48 0.59 0.75

These are the Löwdin partial charges, in e, on atoms 1 to 5: atom 1 (H): 0.147, atom 2 (N): -0.064, atom 3 (C): -0.720, atom 4 (C): -0.146, atom 5 (F): 0.023

=====

No. 10
Formula: C3H4FNS
Source: the OMol25 dataset
Level of theory: wB97M-V/def2-TZVPD

energy relative to the best compared isomer or geometry (same formula, charge and spin)	66.8	kcal/mol
maximum force	4.36	eV/A
E	-18215.1023	eV
frontier orbital gap	9.324	eV
E_HOMO	-9.65	eV

CARTESIAN COORDINATES (ANGSTROEM)
1 C -0.7204 -0.3183 0.9427
2 C -0.4480 1.0277 1.4019
3 H 1.0204 0.9406 -1.2485
4 C 0.9798 -0.2003 -1.2528
5 F -1.2650 -1.0789 1.9956
6 H -0.0387 -0.3533 -1.6377
7 S 0.7293 -1.2472 0.2712
8 N -0.2529 2.0804 1.8054
9 H -1.7807 -0.2812 -0.3200
10 H 1.7763 -0.5694 -1.9577

Atomic forces in eV per Å
C -2.08 -1.86 -2.51
C -0.35 -0.50 -0.17
H 0.51 -1.49 1.03
C -1.12 0.68 -0.59
F 0.61 1.09 -1.57
H 0.44 -0.09 -0.90
S 0.20 1.56 0.11
N 0.14 0.45 0.04
H 2.61 0.17 3.49
H -0.96 -0.01 1.07

These are the Löwdin partial charges, in e, on atoms 1 to 5: atom 1 (C): -0.622, atom 2 (C): -0.260, atom 3 (H): 0.067, atom 4 (C): -0.394, atom 5 (F): -0.071